15
Properties=species:S:1:pos:R:3 method="wB97M-V/def2-TZVPD" e_homo_ev=-12.2 de_lowest_kj_mol=517.2 orbital_gap_ha=0.2915 charge=+1 e_tot_ha=-246.06163 largest_force_ev_per_a=5.74
C -1.715 0.323 0.742
C 1.949 0.170 -0.597
N 2.151 0.175 0.723
N -0.390 -0.446 -1.263
N -1.414 -0.679 -0.432
H -2.684 -0.016 1.263
H -0.818 0.363 1.526
H -1.838 1.432 0.361
H 1.806 1.026 -1.142
H 2.035 -0.687 -1.221
H 2.430 1.010 1.158
H 2.582 -0.659 1.207
H -0.479 0.384 -1.722
H -1.279 -1.592 0.093
H -2.338 -0.804 -0.695

20
Properties=species:S:1:pos:R:3 method="wB97M-V/def2-TZVPD" e_homo_ev=-8.8 de_lowest_kj_mol=726.1 orbital_gap_ha=0.3259 e_tot_ha=-403.05739 largest_force_ev_per_a=7.17
C 1.464 2.155 0.525
C 1.827 0.898 0.020
C 1.362 -0.239 -0.239
C 2.117 -1.269 -0.913
C -0.076 -0.674 0.173
C -1.127 -0.161 -0.537
C -2.527 -0.010 0.048
H 0.154 2.297 0.523
H 2.004 1.976 1.724
H 2.057 3.081 -0.236
H 2.845 0.930 -0.316
H 1.533 -1.963 -1.737
H 2.702 -2.026 -0.137
H 2.915 -0.727 -1.625
H -1.232 -1.928 1.356
H 0.308 -1.150 2.369
H -0.861 0.446 -1.392
H -2.817 -0.239 1.349
N -0.145 -1.498 1.218
O -3.355 0.699 -0.607

31
Properties=species:S:1:pos:R:3 method="wB97M-V/def2-TZVPD" e_homo_ev=-12.2 de_lowest_kj_mol=148.6 orbital_gap_ha=0.3257 charge=+1 e_tot_ha=-705.02890 largest_force_ev_per_a=5.51
C 2.284 1.070 -2.321
C 0.910 0.502 -1.621
C 0.723 0.367 -0.130
N 0.341 1.637 0.581
C -0.762 1.588 1.629
C -2.202 1.417 1.187
C -2.323 0.123 0.367
C -1.248 -0.547 -0.199
N -1.548 -1.526 -0.949
C -2.899 -1.588 -0.901
N -3.364 -0.645 -0.029
C 1.501 -0.516 0.721
O 1.707 -0.150 1.863
O 1.823 -1.642 0.115
C 2.286 -2.800 0.867
H 3.094 0.484 -2.016
H 2.424 2.120 -2.036
H 1.997 0.882 -3.407
H 0.780 -0.624 -1.921
H 0.151 1.243 -1.887
H 0.102 2.362 -0.011
H 1.286 1.767 1.171
H -0.484 2.420 2.193
H -0.425 0.580 2.108
H -2.607 2.300 0.655
H -2.933 1.491 1.942
H -3.568 -2.369 -1.248
H -4.333 -0.585 0.164
H 1.903 -3.693 0.412
H 1.965 -2.757 1.866
H 3.418 -2.911 0.834

8
Properties=species:S:1:pos:R:3 method="wB97M-V/def2-TZVPD" e_homo_ev="-7.9 / -4.0" de_lowest_kj_mol=119.5 orbital_gap_ha="0.2896 / 0.1271" e_tot_ha=-989.99433 largest_force_ev_per_a=6.45
C -1.262 0.836 0.158
C 0.188 0.678 -0.036
O 0.737 -0.508 -0.400
O -2.111 0.251 -0.609
H 0.673 1.223 0.816
K 2.683 -2.052 1.050
Na -0.776 -2.059 -0.183
H -0.131 1.630 -0.796

73
Properties=species:S:1:pos:R:3 method="wB97M-V/def2-TZVPD" e_homo_ev="-1.1 / -2.9" spin_multiplicity=8 de_lowest_kj_mol=461.7 orbital_gap_ha="0.1328 / 0.1817" charge=-1 e_tot_ha=-2585.33510 largest_force_ev_per_a=4.87
Gd -0.157 -0.709 0.538
N 0.981 -3.404 4.382
N -0.334 -2.528 -1.561
C 0.870 1.764 0.427
C 1.953 0.882 0.763
C 1.930 0.689 2.184
C 2.958 0.035 2.984
H 3.842 -0.238 2.396
H 2.428 -1.249 3.327
H 3.223 0.529 3.927
C 0.738 1.277 2.688
C 0.359 1.358 4.116
H 0.705 2.301 4.577
H 0.792 0.532 4.695
H -0.731 1.310 4.238
C 0.129 2.001 1.635
C -0.901 3.044 1.868
H -1.907 2.599 1.944
H -0.925 3.801 1.066
H -0.697 3.579 2.816
C 3.062 0.448 -0.125
H 3.933 1.126 -0.065
H 2.748 0.409 -1.178
H 3.415 -0.556 0.150
C 0.786 2.556 -0.831
H -0.243 2.877 -1.045
H 1.127 1.968 -1.694
H 1.419 3.466 -0.795
C -0.080 -3.828 5.028
H 0.042 -3.767 6.115
C -1.213 -4.327 4.352
H -1.960 -4.815 4.977
C -1.294 -4.192 2.951
H -2.193 -4.608 2.463
C -0.295 -3.486 2.255
H -0.300 -3.478 1.149
C 0.786 -2.936 3.093
C 2.002 -2.227 2.852
H 2.203 -2.368 1.744
C -0.596 -1.321 -1.998
C 0.644 -3.032 -2.499
H 1.241 -3.864 -2.227
C 0.557 -2.355 -3.662
H 0.912 -2.631 -4.662
N -0.282 -1.239 -3.344
C -0.305 0.030 -3.874
C 0.841 0.469 -4.558
C 0.676 1.682 -5.232
H 1.404 1.973 -5.987
C -0.471 2.452 -4.975
C -0.684 3.675 -5.786
H -1.227 4.412 -5.197
H -1.275 3.415 -6.669
H 0.285 4.057 -6.099
C -1.471 2.087 -4.053
H -2.366 2.698 -3.910
C -1.350 0.862 -3.398
C -2.319 0.468 -2.314
H -2.278 -0.620 -2.048
H -3.363 0.668 -2.619
H -2.207 1.024 -1.354
C 2.127 -0.304 -4.527
H 2.029 -1.334 -4.889
H 2.604 -0.360 -3.528
H 2.859 0.130 -5.220
S -4.532 0.221 2.451
C -3.907 -0.599 3.860
C -2.553 -0.786 3.735
N -2.011 -0.447 2.466
C -2.956 0.208 1.746
H -4.539 -0.924 4.685
H -1.915 -1.187 4.523
H -2.768 0.639 0.757

67
Properties=species:S:1:pos:R:3 method="wB97M-V/def2-TZVPD" e_homo_ev=-1.8 orbital_gap_ha=0.1522 charge=-1 e_tot_ha=-3960.74672 largest_force_ev_per_a=1.25
C 2.894 -0.207 -3.490
O 2.222 0.997 -3.796
C 1.075 1.262 -2.993
C 0.424 2.540 -3.493
C -1.035 2.726 -3.039
C -1.386 2.295 -1.585
C -2.388 1.156 -1.395
C -3.748 1.510 -2.053
C -4.329 0.378 -2.794
O -5.279 -0.267 -2.572
Br -3.187 -0.279 -4.313
H 2.947 -0.837 -4.388
H 3.918 0.012 -3.162
H 2.394 -0.779 -2.699
H 1.376 1.353 -1.940
H 0.356 0.429 -3.055
H 0.462 2.501 -4.589
H 1.034 3.407 -3.203
H -1.271 3.793 -3.159
H -1.688 2.192 -3.738
H -0.485 2.004 -1.036
H -1.774 3.175 -1.073
H -1.979 0.291 -1.936
H -3.696 2.378 -2.726
H -4.521 1.711 -1.301
O 2.680 -2.790 -0.178
C 1.589 -3.200 -0.490
O 0.900 -2.516 -1.415
C -0.354 -2.973 -1.946
C -1.528 -2.615 -1.064
C 0.978 -4.413 0.170
H -0.298 -4.045 -2.146
H -0.439 -2.468 -2.906
H -1.458 -3.091 -0.084
H -2.454 -2.938 -1.540
H -1.586 -1.535 -0.917
H 0.541 -4.094 1.114
H 1.777 -5.111 0.399
H 0.217 -4.918 -0.419
O 2.652 -4.407 2.754
C 3.695 -3.845 2.933
O 4.836 -4.530 2.696
C 6.118 -3.900 2.695
C 6.708 -3.787 4.086
C 3.757 -2.415 3.416
H 6.068 -2.936 2.189
H 6.733 -4.552 2.077
H 6.102 -3.149 4.730
H 7.712 -3.363 4.035
H 6.769 -4.772 4.548
H 3.648 -2.417 4.501
H 2.910 -1.889 2.984
H 4.668 -1.885 3.155
O -3.658 4.354 -0.294
C -3.987 4.365 0.853
O -3.469 5.324 1.671
C -3.851 5.437 3.038
C -3.062 4.505 3.936
C -4.873 3.281 1.422
H -4.927 5.294 3.152
H -3.638 6.474 3.293
H -3.247 3.460 3.688
H -3.333 4.665 4.980
H -1.995 4.692 3.818
H -4.241 2.412 1.608
H -5.589 3.006 0.653
H -5.406 3.546 2.332

14
Properties=species:S:1:pos:R:3 method="wB97M-V/def2-TZVPD" e_homo_ev=-9.7 de_lowest_kj_mol=116.1 orbital_gap_ha=0.3903 e_tot_ha=-307.66820 largest_force_ev_per_a=0.33
O 0.808 -1.133 -1.361
C 0.508 0.155 -0.857
C -0.969 0.314 -0.485
C -1.011 -0.279 0.926
O 0.293 -0.103 1.476
C 1.174 0.425 0.491
H 0.679 -1.771 -0.646
H 0.826 0.857 -1.631
H -1.625 -0.199 -1.192
H -1.235 1.377 -0.467
H -1.247 -1.353 0.904
H -1.746 0.207 1.576
H 1.329 1.502 0.650
H 2.140 -0.084 0.572

31
Properties=species:S:1:pos:R:3 method="wB97M-V/def2-TZVPD" e_homo_ev="-15.2 / -15.8" spin_multiplicity=2 de_lowest_kj_mol=0.0 orbital_gap_ha="0.1629 / 0.2524" charge=+2 e_tot_ha=-858.15031 largest_force_ev_per_a=2.99
C -1.956 -1.855 1.570
O -1.443 -0.700 0.902
C -1.518 -0.787 -0.532
C -0.907 0.434 -1.157
C -1.620 1.741 -0.938
O -1.392 2.212 0.406
C -1.846 3.549 0.624
Al -0.871 0.914 1.662
H -1.864 -1.682 2.647
H -3.013 -1.989 1.304
H -1.371 -2.737 1.277
H -2.580 -0.894 -0.811
H -0.978 -1.690 -0.847
H -0.709 0.272 -2.220
H -2.707 1.642 -1.082
H -1.233 2.505 -1.625
H -1.710 3.777 1.686
H -1.249 4.240 0.013
H -2.908 3.624 0.357
H 0.557 0.548 -0.773
O 4.365 -2.565 1.084
C 3.213 -2.642 0.375
C 2.938 -1.473 -0.560
O 2.663 -0.310 0.201
C 2.078 0.709 -0.506
H 2.335 -2.765 1.058
H 3.196 -3.573 -0.246
H 2.077 -1.709 -1.213
H 3.817 -1.289 -1.204
H 2.133 1.643 0.060
H 2.500 0.848 -1.513